(1)
{"formula": "C13H26FNO4S", "method": "ωB97M-V/def2-TZVPD", "homo_energy_ev": -10.216, "energy_ev": -37130.9143, "relative_energy_kj_mol": 353.94, "orbital_gap_ev": 10.2429, "elements": ["C", "C", "C", "C", "C", "C", "N", "C", "C", "C", "C", "C", "O", "C", "C", "O", "S", "O", "O", "F", "H", "H", "H", "H", "H", "H", "H", "H", "H", "H", "H", "H", "H", "H", "H", "H", "H", "H", "H", "H", "H", "H", "H", "H", "H", "H"], "xyz": [[5.03, -0.83, 0.65], [4.39, 0.59, 0.18], [3.36, 0.30, -1.02], [2.47, 1.60, -1.43], [1.68, 2.05, -0.08], [0.21, 2.61, -0.36], [-0.86, 2.05, 0.52], [-2.23, 2.56, 0.18], [-3.12, 1.28, -0.29], [-2.71, -0.03, 0.57], [-3.82, -1.16, 0.31], [-3.23, -2.58, -0.10], [-2.09, -2.51, -1.00], [-1.70, -3.84, -1.38], [-0.50, -4.66, -0.72], [-2.36, -4.35, -2.31], [-0.47, 2.17, 2.19], [0.43, 3.35, 2.50], [0.14, 0.86, 2.61], [-1.83, 2.37, 3.16], [4.80, -1.04, 1.76], [4.53, -1.67, 0.07], [6.15, -0.79, 0.46], [3.89, 1.02, 1.12], [5.19, 1.35, -0.12], [2.59, -0.45, -0.60], [3.88, -0.16, -1.93], [1.74, 1.37, -2.27], [3.17, 2.44, -1.75], [2.30, 2.88, 0.41], [1.73, 1.16, 0.63], [-0.06, 2.30, -1.44], [0.25, 3.75, -0.35], [-2.72, 3.18, 0.99], [-2.09, 3.26, -0.72], [-2.86, 1.14, -1.40], [-4.22, 1.56, -0.17], [-2.68, 0.34, 1.67], [-1.67, -0.41, 0.33], [-4.53, -0.78, -0.49], [-4.41, -1.28, 1.29], [-2.99, -3.27, 0.79], [-4.07, -3.13, -0.67], [-0.92, -5.69, -0.48], [0.30, -4.76, -1.53], [-0.12, -4.16, 0.23]]}

=====

(2)
{"formula": "C13H26N3O2PPt", "method": "ωB97M-V/def2-TZVPD", "homo_energy_ev": -16.064, "charge": 2, "energy_ev": -34988.6601, "relative_energy_kj_mol": 208.92, "orbital_gap_ev": 7.5466, "elements": ["Pt", "C", "O", "C", "O", "N", "N", "H", "H", "H", "H", "H", "H", "C", "C", "P", "C", "C", "C", "C", "H", "H", "H", "H", "H", "H", "H", "H", "H", "H", "H", "H", "H", "H", "H", "C", "C", "C", "N", "C", "C", "H", "H", "H", "H", "H"], "xyz": [[-0.04, -0.12, 0.49], [-0.73, -4.39, 3.13], [0.19, -3.35, 3.50], [0.33, -2.32, 2.71], [-0.22, -2.17, 1.62], [1.19, -1.40, 3.23], [1.34, -0.15, 2.62], [-0.58, -5.18, 3.87], [-0.50, -4.77, 2.13], [-1.75, -4.02, 3.17], [1.60, -1.58, 4.14], [2.33, 0.04, 2.44], [0.96, 0.59, 3.21], [1.60, 4.36, -0.66], [1.10, 3.23, 0.23], [1.16, 1.57, -0.57], [2.92, 1.09, -0.85], [3.04, -0.43, -0.94], [0.36, 1.78, -2.21], [0.10, 0.43, -2.88], [1.69, 5.26, -0.06], [0.90, 4.56, -1.47], [2.58, 4.13, -1.08], [0.06, 3.41, 0.52], [1.69, 3.17, 1.15], [3.50, 1.48, -0.01], [3.29, 1.57, -1.76], [2.32, -0.92, -0.26], [4.04, -0.75, -0.66], [2.85, -0.79, -1.95], [0.97, 2.42, -2.85], [-0.58, 2.30, -2.02], [0.96, 0.11, -3.46], [-0.74, 0.50, -3.56], [-0.12, -0.35, -2.13], [-4.46, -1.05, -1.36], [-3.48, -2.03, -1.32], [-2.30, -1.76, -0.65], [-2.08, -0.59, -0.06], [-3.01, 0.37, -0.10], [-4.22, 0.17, -0.73], [-5.39, -1.22, -1.87], [-3.62, -2.98, -1.81], [-1.51, -2.51, -0.56], [-2.78, 1.31, 0.39], [-4.96, 0.95, -0.73]]}

=====

(3)
{"formula": "C13H26N4O3", "method": "ωB97M-V/def2-TZVPD", "homo_energy_ev": -4.974, "energy_ev": -25990.4956, "orbital_gap_ev": 2.1942, "elements": ["C", "O", "C", "C", "C", "C", "C", "C", "N", "N", "N", "N", "C", "C", "C", "O", "H", "H", "H", "H", "H", "H", "H", "H", "H", "H", "H", "H", "H", "H", "H", "H", "H", "H", "H", "C", "C", "C", "O", "H", "H", "H", "H", "H", "H", "H"], "xyz": [[-1.17, 2.55, 3.58], [-0.58, 1.21, 3.86], [-0.58, 0.46, 2.59], [-2.00, -0.40, 2.45], [-2.30, -0.44, 0.80], [-2.96, 0.99, 0.26], [-2.68, 1.19, -1.35], [-1.56, 2.33, -1.71], [-0.12, 1.94, -1.42], [0.86, 2.74, -0.86], [2.11, 2.11, -0.75], [2.12, 0.79, -1.23], [0.67, 0.68, -1.68], [0.10, -0.69, -2.39], [-0.38, -0.24, -3.92], [-0.51, -1.13, -4.91], [-1.05, 3.16, 4.59], [-0.48, 3.09, 2.78], [-2.29, 2.49, 3.24], [0.31, -0.30, 2.46], [-0.55, 1.20, 1.69], [-1.85, -1.53, 2.80], [-2.90, 0.12, 3.01], [-1.25, -0.55, 0.29], [-3.01, -1.36, 0.55], [-4.13, 0.86, 0.39], [-2.63, 1.91, 0.91], [-2.50, 0.14, -1.82], [-3.71, 1.59, -1.81], [-1.79, 3.27, -1.00], [-1.69, 2.75, -2.81], [0.67, 3.74, -0.57], [1.02, -1.45, -2.52], [-0.77, -1.20, -1.77], [-0.57, 0.92, -4.12], [4.38, -3.76, -0.42], [3.00, -3.44, 0.18], [2.86, -1.92, 0.36], [2.94, -4.00, 1.38], [5.21, -3.41, 0.22], [4.51, -4.84, -0.58], [4.50, -3.27, -1.39], [2.27, -3.72, -0.59], [3.63, -1.51, 1.03], [1.88, -1.65, 0.77], [2.96, -1.41, -0.60]]}

=====

(4)
{"formula": "C13H26NO9PSi", "method": "ωB97M-V/def2-TZVPD", "homo_energy_ev": -8.709, "energy_ev": -50986.3672, "orbital_gap_ev": 9.1138, "elements": ["C", "N", "C", "Si", "P", "C", "C", "H", "H", "H", "H", "H", "H", "H", "H", "H", "H", "H", "H", "H", "H", "O", "C", "O", "C", "C", "O", "H", "H", "H", "H", "O", "C", "O", "C", "C", "O", "H", "H", "H", "H", "O", "C", "O", "C", "C", "O", "H", "H", "H", "H"], "xyz": [[-1.43, 5.73, 1.44], [-0.50, 4.65, 1.78], [-0.48, 3.59, 0.79], [0.12, 4.10, -0.94], [1.72, 2.62, -1.46], [2.98, 3.09, -0.17], [2.45, 3.42, -2.96], [-1.00, 6.36, 0.66], [-1.61, 6.35, 2.32], [-2.40, 5.36, 1.07], [-0.78, 4.27, 2.67], [-1.44, 3.07, 0.68], [0.23, 2.82, 1.13], [0.62, 5.49, -1.00], [-0.95, 3.95, -1.95], [3.38, 2.20, 0.32], [3.81, 3.63, -0.63], [2.57, 3.74, 0.61], [1.83, 3.23, -3.83], [2.57, 4.50, -2.86], [3.43, 2.99, -3.16], [-0.83, -3.68, -2.34], [-0.40, -2.71, -1.81], [0.61, -2.73, -0.90], [0.97, -1.37, -0.59], [-0.28, -0.61, -0.98], [-0.84, -1.46, -2.00], [1.21, -1.32, 0.47], [1.83, -1.09, -1.19], [-1.00, -0.53, -0.17], [-0.07, 0.38, -1.39], [-3.23, 0.79, 1.56], [-3.69, -0.16, 1.01], [-4.50, -1.07, 1.59], [-5.01, -1.96, 0.58], [-3.97, -1.80, -0.53], [-3.48, -0.48, -0.28], [-5.07, -2.96, 0.99], [-5.99, -1.61, 0.27], [-3.15, -2.51, -0.44], [-4.38, -1.83, -1.54], [2.72, -5.43, 3.99], [2.67, -5.52, 2.81], [1.54, -5.66, 2.09], [1.85, -5.52, 0.69], [3.33, -5.88, 0.67], [3.75, -5.52, 1.99], [1.22, -6.18, 0.12], [1.67, -4.49, 0.39], [3.49, -6.94, 0.52], [3.91, -5.31, -0.05]]}

=====

(5)
{"formula": "C13H26OP2RuS", "method": "ωB97M-V/def2-TZVPD", "spin_multiplicity": 6, "homo_energy_ev": [-7.065, -12.310], "charge": 1, "energy_ev": -47933.6633, "relative_energy_kj_mol": 0.00, "orbital_gap_ev": [4.8347, 6.2746], "elements": ["Ru", "H", "H", "P", "P", "C", "H", "H", "H", "C", "H", "H", "H", "C", "H", "H", "H", "C", "H", "H", "H", "C", "H", "H", "H", "C", "H", "H", "H", "C", "O", "H", "S", "C", "C", "C", "C", "C", "C", "H", "H", "H", "H", "H"], "xyz": [[0.61, 0.00, 0.33], [0.00, 2.01, -1.29], [0.12, 1.27, -1.18], [-1.51, 0.51, 1.12], [1.47, -0.93, -1.56], [3.28, -1.07, -1.33], [3.78, -1.34, -2.27], [3.67, -0.11, -0.97], [3.49, -1.84, -0.57], [0.94, -2.62, -2.00], [-0.10, -2.58, -2.35], [1.58, -3.05, -2.79], [0.99, -3.25, -1.11], [1.27, 0.04, -3.09], [1.54, 1.08, -2.88], [1.91, -0.35, -3.89], [0.22, 0.02, -3.40], [-2.75, -0.74, 1.58], [-3.54, -0.27, 2.19], [-3.20, -1.16, 0.67], [-2.28, -1.55, 2.16], [-1.13, 1.31, 2.71], [-0.57, 2.23, 2.53], [-2.06, 1.53, 3.25], [-0.51, 0.63, 3.32], [-2.37, 1.75, 0.11], [-2.66, 1.30, -0.85], [-3.27, 2.10, 0.64], [-1.69, 2.59, -0.07], [1.67, 1.45, 0.78], [2.33, 2.38, 1.04], [-0.84, -0.60, -0.29], [0.64, -1.89, 1.78], [1.79, -1.44, 2.99], [1.46, -1.65, 4.35], [2.40, -1.37, 5.35], [3.67, -0.89, 5.00], [4.00, -0.69, 3.66], [3.07, -0.96, 2.65], [0.48, -2.06, 4.58], [2.13, -1.53, 6.39], [4.41, -0.68, 5.77], [4.99, -0.31, 3.37], [3.31, -0.82, 1.60]]}

=====

(6)
{"formula": "C13H27Br2N5O4P", "method": "ωB97M-V/def2-TZVPD", "homo_energy_ev": -11.739, "charge": 1, "energy_ev": -178924.7863, "relative_energy_kj_mol": 0.00, "orbital_gap_ev": 8.3783, "elements": ["C", "C", "Br", "C", "Br", "N", "C", "N", "C", "P", "N", "N", "N", "H", "H", "H", "H", "H", "H", "H", "H", "H", "H", "H", "O", "C", "O", "C", "C", "C", "H", "H", "H", "H", "H", "H", "H", "H", "O", "C", "O", "C", "C", "C", "H", "H", "H", "H", "H", "H", "H", "H"], "xyz": [[-0.41, -1.47, 0.63], [-1.57, -1.91, -0.28], [-1.02, -3.66, -1.04], [-1.83, -0.97, -1.48], [-3.15, -1.85, -2.68], [-2.49, 0.29, -1.11], [-1.82, 1.40, -0.84], [-0.45, 1.38, -0.86], [-0.13, 2.61, -0.51], [1.70, 2.91, -0.39], [2.15, 2.34, 1.00], [-1.18, 3.39, -0.31], [-2.27, 2.61, -0.53], [-0.56, -1.97, 1.60], [0.54, -1.85, 0.24], [-0.38, -0.39, 0.85], [-2.48, -2.09, 0.31], [-0.96, -0.81, -2.12], [-3.50, 0.30, -1.11], [2.02, 4.29, -0.49], [2.36, 2.14, -1.38], [2.82, 1.58, 0.86], [-1.16, 4.37, -0.04], [-3.23, 2.91, -0.45], [3.51, -0.18, -1.00], [3.75, -0.47, -2.14], [4.82, -1.22, -2.41], [5.11, -1.78, -3.70], [5.85, -0.79, -4.58], [2.92, 0.07, -3.29], [4.21, -2.17, -4.17], [5.75, -2.64, -3.51], [5.25, 0.09, -4.78], [6.11, -1.25, -5.53], [6.76, -0.46, -4.09], [3.28, 1.07, -3.54], [1.89, 0.12, -2.96], [2.94, -0.56, -4.17], [-1.20, -2.18, 3.66], [-2.17, -1.54, 3.96], [-2.63, -0.58, 3.13], [-3.86, 0.11, 3.31], [-3.71, 1.29, 4.25], [-2.83, -1.73, 5.31], [-4.65, -0.58, 3.64], [-4.16, 0.46, 2.32], [-3.40, 0.97, 5.24], [-4.64, 1.84, 4.33], [-2.93, 1.97, 3.88], [-2.30, -1.14, 6.05], [-2.78, -2.78, 5.57], [-3.89, -1.45, 5.32]]}

=====

Table of max |F| (Eh/bohr), in record order: 0.1279; 0.0691; 0.1761; 0.0047; 0.1013; 0.0647